C40H114N6O22 | ωB97M-V/def2-TZVPD

Last column: Löwdin charge in e.
Cartesian coordinates (Å):
C 1.06364 4.77080 3.46366  -0.29
C 1.80236 5.16374 4.75066  -0.20
O 0.82749 5.49758 5.81041  -0.06
O 1.87942 4.40588 2.37002  -0.10
H 0.35068 5.53560 3.15916  0.11
H 0.42019 3.96278 3.91155  0.12
H 2.43629 5.99376 4.41050  0.12
H 2.37101 4.30288 4.97936  0.10
H 0.48792 6.33729 5.54174  0.06
H 2.60671 3.78815 2.68120  0.07
C -3.04882 -4.84410 -3.84919  -0.19
C -4.26390 -4.45743 -3.04896  -0.24
O -3.89394 -4.28914 -1.69075  -0.09
O -2.12039 -3.79669 -3.46187  -0.13
H -3.27084 -4.86246 -4.91942  0.12
H -2.69803 -5.86920 -3.62979  0.13
H -5.00980 -5.28616 -3.10127  0.13
H -4.78084 -3.55818 -3.46143  0.12
H -2.95996 -4.00828 -1.73486  0.07
H -1.23416 -4.10519 -3.76390  0.07
C 0.59170 -0.73620 3.56041  -0.23
C -0.35251 -1.78460 3.02788  -0.23
O -0.16600 -3.05826 3.66453  -0.07
O 0.21376 -0.18415 4.81912  -0.05
H 0.50112 0.10799 2.84973  0.10
H 1.55127 -1.19450 3.58786  0.09
H -0.09148 -1.86200 1.97374  0.09
H -1.39537 -1.39572 3.16156  0.11
H -0.97719 -3.57321 3.55422  0.04
H 0.38041 -0.72544 5.57886  0.08
C -3.77839 -4.23621 2.15009  -0.15
C -3.25130 -3.05916 1.39283  -0.24
O -4.33279 -2.54059 0.59005  -0.09
O -2.61245 -4.72707 3.03145  -0.10
H -4.10426 -5.03617 1.50185  0.11
H -4.66025 -3.98052 2.76598  0.13
H -2.39759 -3.28520 0.74377  0.12
H -3.02258 -2.27160 2.11618  0.09
H -4.52297 -3.11450 -0.18047  0.07
H -3.02608 -5.32424 3.64274  0.06
C 3.13158 -2.24776 -6.60176  -0.28
C 1.87089 -1.50114 -6.37259  -0.16
O 0.78344 -2.51220 -6.45848  -0.12
O 3.31906 -3.25993 -5.67609  -0.07
H 3.96808 -1.56853 -6.35653  0.13
H 3.28682 -2.62961 -7.64174  0.14
H 1.73651 -0.74153 -7.09644  0.10
H 1.75057 -1.05730 -5.37611  0.13
H -0.08822 -2.05798 -6.43654  0.07
H 2.88947 -4.09155 -5.98809  0.06
C 4.34167 0.40961 4.20340  -0.25
C 3.34594 1.37246 3.62932  -0.25
O 3.96777 2.49317 3.02016  -0.11
O 5.06362 -0.21913 3.19113  -0.06
H 3.92761 -0.34462 4.89315  0.13
H 5.02615 1.04828 4.71896  0.11
H 2.77518 1.77470 4.44462  0.12
H 2.83351 0.75071 2.89448  0.10
H 4.33652 2.19527 2.13872  0.03
H 4.46542 -0.41689 2.49202  -0.01
C -2.89206 -1.07504 -5.76750  -0.17
C -3.49321 -0.11589 -4.64890  -0.19
O -3.94371 -0.98353 -3.59365  -0.10
O -1.64538 -1.69291 -5.32133  -0.11
H -2.80716 -0.51584 -6.70061  0.11
H -3.60412 -1.85284 -5.99479  0.10
H -4.27651 0.52249 -4.99282  0.10
H -2.78011 0.59700 -4.28280  0.09
H -3.73468 -0.58927 -2.74563  0.03
H -1.96153 -2.28811 -4.59110  0.06
C 1.07927 -6.13802 -6.04351  -0.23
C 1.19580 -5.55896 -4.62382  -0.20
O 0.51344 -4.30892 -4.46105  -0.10
O 1.73933 -5.32405 -6.98896  -0.07
H 0.03501 -6.28066 -6.24369  0.11
H 1.53490 -7.13821 -6.21330  0.13
H 2.28337 -5.39823 -4.41066  0.13
H 0.71890 -6.18988 -3.85825  0.13
H 0.69358 -3.57780 -5.06593  0.04
H 1.08826 -4.86443 -7.53654  0.10
C 3.31657 -1.23180 -0.97240  -0.07
C 2.63968 -1.92647 0.11516  -0.41
C 2.51795 -3.43890 -0.12569  -0.17
O 3.79628 -4.07578 -0.10298  -0.19
C 3.81880 -5.41825 0.16112  -0.13
N 3.29785 -1.72293 1.42300  0.10
H 4.41757 -1.48581 -0.94158  0.12
H 3.25266 -0.14135 -0.96745  0.04
H 2.96167 -1.51845 -1.97264  0.09
H 1.60963 -1.52224 0.22629  0.12
H 2.06103 -3.71193 -1.09256  0.13
H 1.96092 -3.78779 0.74841  0.12
H 4.80011 -5.62529 0.48986  0.07
H 3.67515 -6.00649 -0.76492  0.09
H 3.07602 -5.68762 0.96083  0.11
H 4.09200 -2.27555 1.56741  0.07
H 2.63152 -1.97174 2.09764  0.04
C -2.07499 -2.05838 6.51679  -0.06
C -3.29765 -1.28300 6.12835  -0.43
C -3.00460 0.17545 5.76674  -0.18
O -2.17141 0.72429 6.81479  -0.19
C -1.71397 2.03924 6.48085  -0.10
N -4.03671 -1.88535 5.02678  0.05
H -2.36037 -2.97229 7.00087  0.07
H -1.52073 -1.57204 7.27137  0.06
H -1.49780 -2.41146 5.62765  0.08
H -3.98375 -1.26331 6.99451  0.15
H -3.86660 0.81665 5.72485  0.12
H -2.54523 0.14041 4.80107  0.10
H -1.22455 2.43979 7.34617  0.08
H -2.52790 2.73738 6.39350  0.08
H -0.96828 2.07415 5.66278  0.08
H -4.18197 -2.85547 5.25504  0.06
H -3.52941 -1.88601 4.16135  0.03
C 0.09100 -0.59009 -1.92997  -0.03
C -0.91904 -0.73143 -0.82656  -0.45
C -1.03040 0.55234 -0.14334  -0.17
O 0.22038 0.78444 0.55523  -0.20
C 0.10531 1.89361 1.37529  -0.15
N -2.17991 -1.07254 -1.46019  0.08
H -0.48132 -0.15661 -2.79395  0.09
H 0.60642 -1.55732 -2.12038  0.09
H 0.83544 0.16189 -1.70733  0.06
H -0.71078 -1.52155 -0.11031  0.12
H -1.91875 0.59559 0.44996  0.12
H -1.16409 1.40585 -0.85322  0.15
H 1.02635 2.09686 1.88007  0.06
H -0.73928 1.80365 2.08210  0.09
H -0.07971 2.78934 0.76297  0.09
H -1.96046 -1.83297 -2.09778  0.06
H -2.87501 -1.46142 -0.82676  0.06
C -2.51749 3.97134 2.13704  -0.06
C -4.01679 4.20970 2.01915  -0.43
C -4.69892 2.84813 1.90072  -0.23
O -4.49012 2.37525 0.59767  -0.20
C -5.12410 1.14409 0.37908  -0.10
N -4.56884 4.81991 3.24378  0.04
H -2.38527 3.40302 3.11415  0.11
H -1.89723 4.83938 2.09659  0.05
H -2.28793 3.38324 1.24219  0.06
H -4.29228 4.74749 1.13510  0.13
H -5.71776 3.03268 2.12051  0.11
H -4.24077 2.21281 2.66727  0.13
H -4.80611 0.91336 -0.63955  0.08
H -6.19988 1.32907 0.41343  0.09
H -4.80668 0.40232 1.11760  0.08
H -5.32013 5.42508 2.92965  0.07
H -3.82181 5.35754 3.68529  0.07
C 2.90812 2.26114 -0.54114  -0.04
C 4.38631 2.14877 -0.50693  -0.43
C 5.09567 3.50840 -0.71292  -0.20
O 4.83948 4.04478 -1.98224  -0.20
C 5.50180 3.33718 -3.05495  -0.08
N 4.90024 1.54932 0.69910  0.07
H 2.62844 3.00772 0.18801  0.08
H 2.36896 1.31667 -0.37839  0.06
H 2.55967 2.55567 -1.55694  0.09
H 4.65272 1.56017 -1.35231  0.11
H 6.19295 3.37980 -0.59609  0.12
H 4.84591 4.31252 -0.02017  0.13
H 4.86642 2.56023 -3.48353  0.08
H 6.44423 2.90360 -2.65752  0.09
H 5.82179 4.09132 -3.78612  0.09
H 4.50933 0.60899 0.80892  0.07
H 5.89799 1.43183 0.70439  0.11
C -0.71945 5.66718 -1.13208  -0.04
C 0.55967 5.03158 -1.65894  -0.48
C 0.63632 4.90740 -3.17758  -0.17
O -0.32812 3.97656 -3.72019  -0.16
C 0.15498 2.69565 -3.42657  -0.13
N 1.59008 5.93397 -1.24724  0.05
H -1.56175 5.01323 -1.42810  0.09
H -0.82988 6.65073 -1.59937  0.08
H -0.76065 5.88054 -0.06768  0.06
H 0.74531 4.04456 -1.29423  0.08
H 1.64507 4.60786 -3.43923  0.12
H 0.40246 5.90761 -3.58288  0.14
H 0.92831 2.40924 -4.13856  0.09
H -0.69884 1.99826 -3.43884  0.08
H 0.64036 2.69416 -2.44754  0.05
H 1.59516 6.09187 -0.24949  0.07
H 2.54032 5.60261 -1.42703  0.07

Atomic forces in eV per Å
C -1.184 -1.164 1.386
C -1.305 1.558 -1.334
O 1.921 -1.241 -1.174
O 0.578 -0.399 0.837
H 0.229 0.270 -0.258
H 0.183 -0.049 -1.176
H 0.220 0.096 1.012
H 0.748 -0.632 1.045
H -0.487 0.886 -0.068
H -0.674 0.570 -0.330
C -0.164 0.612 0.146
C -1.666 -0.894 -0.339
O 0.240 0.135 0.166
O 0.843 -1.327 -0.980
H 0.076 0.434 -0.068
H 0.161 0.559 0.437
H 0.436 0.504 0.137
H 0.701 -0.357 0.318
H -0.376 0.020 0.074
H 0.122 0.384 0.153
C -1.598 0.407 0.381
C -0.509 -0.129 0.525
O -0.070 0.771 -0.070
O -0.124 0.856 -0.819
H 0.592 -0.586 0.452
H 1.183 0.023 0.072
H -0.336 -0.113 -0.395
H 0.696 -0.384 -0.228
H -0.029 -0.148 -0.101
H 0.198 -0.839 0.275
C 1.475 -0.930 1.657
C -1.413 0.500 -0.713
O 0.212 0.117 -0.030
O -1.791 1.167 -1.691
H 0.227 -0.350 -0.348
H 0.622 0.221 -0.066
H 0.137 -0.132 0.407
H 0.261 -0.030 -0.362
H 0.426 -0.001 0.410
H -0.072 -0.512 0.566
C 1.719 0.486 -0.087
C -2.033 -1.592 0.716
O 0.202 1.161 -0.509
O -0.311 -1.898 0.593
H -0.250 0.143 -0.604
H -0.485 0.480 0.571
H -0.240 0.813 -0.943
H 0.618 -0.068 -0.085
H 0.492 -0.250 0.322
H 0.249 0.894 0.001
C 0.301 0.238 0.440
C 0.544 -0.267 -0.208
O -0.262 0.039 -0.113
O 1.536 -0.092 0.354
H -0.271 0.377 -0.081
H 0.744 0.100 0.816
H -0.997 -0.111 0.175
H -0.987 0.494 -0.109
H 0.114 0.176 0.274
H -0.977 -0.655 -1.008
C -0.062 1.264 1.335
C 0.614 -2.148 -0.204
O -0.356 0.242 -1.042
O -1.664 0.376 -0.027
H 0.782 0.023 0.091
H -0.456 -0.352 0.201
H -1.010 0.039 -0.706
H 1.016 0.063 0.227
H 0.434 0.146 0.314
H 0.565 0.396 -0.569
C 0.376 -0.886 0.437
C 0.790 0.798 -0.253
O -0.969 -0.963 0.967
O -0.213 0.537 -0.430
H -0.743 0.217 -0.453
H -0.158 0.404 0.951
H -0.753 -0.303 0.145
H 0.486 -0.164 -0.408
H 0.705 0.002 -0.920
H 0.248 0.149 0.307
C 2.462 0.669 -1.861
C -0.769 -1.027 1.091
C 0.318 -0.476 -0.071
O -0.022 2.444 -0.047
C -1.333 -0.987 -0.046
N -0.844 2.016 -1.393
H -0.973 0.202 -0.152
H -0.068 -0.352 0.346
H 0.008 -0.203 0.319
H 0.474 -0.305 -0.037
H -0.399 0.282 0.372
H -0.418 -0.469 -0.240
H 1.103 -0.475 0.607
H -0.380 -0.032 0.360
H 0.546 -0.051 -0.691
H 1.369 -1.232 -0.167
H -0.833 -0.364 1.349
C 0.147 -1.143 -1.106
C -0.895 0.837 0.316
C 0.606 -0.353 1.697
O 0.170 0.289 -1.325
C 0.433 -0.497 0.497
N -0.679 -0.044 0.313
H -0.534 -0.753 0.220
H 1.062 0.867 0.457
H -0.044 0.757 0.685
H 0.182 -0.037 -0.252
H -0.826 -0.058 -0.249
H 0.868 0.453 -0.739
H 0.626 -0.158 0.680
H -0.694 0.192 -0.857
H -0.697 -0.202 0.051
H -0.215 -0.309 -0.032
H 0.498 0.165 -0.293
C 0.252 -0.329 -0.936
C -0.374 -0.708 -0.554
C 1.118 2.086 0.034
O -1.246 -1.182 -0.344
C -0.796 1.300 -0.083
N -0.609 -0.413 -0.419
H 0.644 -0.888 0.368
H -0.439 0.656 -0.463
H 0.363 -0.023 0.304
H 0.727 -0.016 0.325
H -0.441 -0.001 1.244
H 0.065 -0.576 0.051
H 0.549 -0.191 0.432
H 0.364 -0.035 -0.043
H -0.109 0.044 0.077
H -0.330 0.092 -0.289
H 0.084 0.163 0.346
C -1.008 -1.115 0.306
C 0.139 -0.826 1.151
C 1.529 0.908 -0.238
O 0.378 0.232 0.473
C 0.170 0.594 -0.588
N 0.522 0.162 -0.479
H 0.290 0.549 -1.274
H 0.309 0.784 0.216
H 0.370 -0.246 0.464
H 0.091 0.611 -0.664
H -1.445 -0.293 0.163
H -0.261 -0.375 -0.020
H -0.298 -0.672 0.139
H -0.201 -0.527 0.020
H -0.126 -0.205 -0.177
H 0.108 0.251 0.599
H -0.595 0.160 -0.076
C -1.141 0.108 -0.508
C 1.134 0.997 -0.374
C 0.482 -0.196 -0.081
O 0.187 -0.233 -1.128
C 0.589 0.741 0.977
N -0.806 -0.792 0.660
H -0.653 0.211 0.219
H 0.280 0.397 0.461
H 0.446 0.219 0.642
H 0.585 -0.674 -0.991
H -0.286 -0.211 0.000
H -0.498 -0.351 0.351
H 0.066 0.084 -0.091
H -0.501 -0.079 -0.245
H -0.455 -0.293 -0.023
H 0.099 0.279 -0.082
H 0.407 0.106 -0.106
C -0.944 -0.687 -1.154
C -0.096 0.753 0.273
C -1.553 1.014 -0.143
O 0.871 0.859 0.628
C -0.416 -0.534 0.068
N 2.026 0.705 0.112
H 0.074 0.510 0.314
H -0.076 -0.168 -0.212
H 0.319 -0.493 0.246
H -0.316 -0.776 0.888
H 0.347 -0.040 -0.295
H 0.225 -0.487 -0.142
H 0.027 -0.296 -0.341
H 0.483 0.133 -0.051
H -0.321 -0.471 0.006
H -0.365 -0.035 0.178
H -0.293 -0.101 -0.312

Summary:
HOMO energy, eV: -8.8
Strongest force on any atom, eV/Å: 3.16
DFT total energy, Eh: -3575.95993